The following is a quantum chemistry calculation of C10H31AsF6O5 as an isolated structure at a distorted geometry, from OMol25.

```
53
Properties=species:S:1:pos:R:3:forces:R:3
O 0.82431 0.12979 0.44781 -1.2 -0.8 -0.3
H 0.79158 1.02643 0.10641 0.4 1.7 -1.3
H 1.68602 -0.29226 0.41724 1.7 -0.3 0.1
H 0.55384 0.28383 1.35595 -1.1 -0.6 2.1
As -3.40505 -0.55369 0.49096 -1.8 -1.4 0.4
F -3.69483 -2.13399 1.29741 0.4 1.9 -0.7
F -3.14787 0.32444 2.11288 0.0 -1.1 -1.7
F -3.13840 0.98877 -0.30421 0.5 -0.3 0.2
F -3.79263 -1.26167 -1.13709 1.0 0.7 1.8
F -5.15381 -0.14051 0.60803 1.9 -0.4 0.2
F -1.64161 -0.97917 0.39090 -2.1 0.7 0.0
C -1.19354 -1.47822 4.39085 1.4 -1.1 0.4
C -0.03553 -0.53791 4.01180 -1.0 -0.2 0.2
C 1.41121 -1.03359 3.71265 -2.0 -1.2 0.5
O -0.51926 0.08694 2.82335 2.0 1.2 -0.4
H -1.43065 -2.19168 3.60163 0.1 -0.1 0.0
H -2.12225 -0.97500 4.65986 0.2 0.5 -0.2
H -0.84875 -1.98074 5.29457 -0.3 -0.5 0.1
H 0.05180 0.06091 4.91838 0.0 1.1 -0.3
H 1.67617 -1.80008 4.44094 0.0 0.1 0.3
H 2.16066 -0.24559 3.78666 -0.2 0.0 -0.6
H 1.30420 -1.60560 2.79099 0.7 0.4 -0.4
H -1.40035 0.46051 2.89901 -0.5 -0.2 0.1
C 2.34505 -2.90654 -0.84325 0.5 0.5 0.6
C 3.29047 -1.67639 -0.80340 0.1 -0.6 -1.0
C 3.02387 -0.65935 -1.94108 0.8 -0.4 0.1
O 3.27562 -0.92175 0.42214 -0.9 -0.1 0.6
H 2.51316 -3.52408 0.03907 -0.4 0.3 0.3
H 2.57668 -3.61711 -1.63668 0.3 0.5 -0.4
H 1.30285 -2.61703 -0.97782 -0.1 0.0 0.3
H 4.32030 -2.01952 -0.70442 0.1 -0.6 -1.4
H 2.41400 0.16148 -1.56374 -0.4 -0.3 -0.2
H 2.58919 -1.11376 -2.83140 -0.1 0.1 0.1
H 3.94669 -0.16081 -2.23765 0.2 -0.1 -0.1
H 4.18575 -0.61707 0.44268 -0.2 0.5 0.7
C -0.19235 0.46111 -4.25133 0.5 1.4 0.7
C -0.88483 1.39224 -3.20498 -1.1 -1.4 -1.6
C -2.38747 1.62153 -3.47947 0.5 1.8 0.0
O -0.76926 0.79521 -1.95146 1.3 -0.2 1.1
H 0.73069 0.10002 -3.79777 -0.3 -0.6 0.3
H 0.25592 1.12970 -4.98627 -0.6 -0.1 -0.8
H -0.81456 -0.32635 -4.67660 0.1 0.1 0.1
H -0.34359 2.33654 -3.26378 0.1 0.2 0.4
H -2.67760 1.81218 -4.51271 0.1 -1.2 -0.4
H -2.61161 2.64376 -3.17467 -0.1 0.1 0.9
H -3.01613 0.96541 -2.87747 -0.1 -0.2 -0.6
H -1.58831 0.73397 -1.45445 -0.4 0.1 -0.2
C -0.43933 3.34405 0.08415 -0.2 -0.1 2.0
O 0.84369 2.70141 0.30444 -0.3 -0.3 -1.0
H -0.59652 3.92756 -0.82299 0.5 -0.2 0.0
H -1.22711 2.60194 0.21359 0.2 -0.3 -0.5
H -0.54166 3.92165 1.00285 -0.4 0.8 -0.4
H 1.54132 3.35788 0.36738 -0.1 0.0 -0.1
```
Positions in Å, forces in eV/Å.

Orbital gap = 9.6 eV
Relative energy (zero: lowest compared OMol25 entry of this formula, charge and spin) = 62.6 kcal/mol
Total charge = 0
Energy = -98254.568 eV

The following is a quantum chemistry calculation of C23H77N25O14 as an isolated structure at a distorted geometry, from OMol25.

```
139
Properties=species:S:1:pos:R:3:forces:R:3
C 9.67764 -12.72852 28.41118 -0.3 0.1 2.2
C 8.94275 -11.43828 28.14616 -0.2 0.7 -0.1
C 9.16830 -10.35589 29.24189 -0.7 0.6 -0.1
O 8.89667 -10.78423 30.54369 0.9 -0.9 1.6
C 9.13146 -9.80786 31.56855 -0.9 -1.3 -0.3
N 9.35499 -10.91876 26.81885 1.9 0.1 0.4
H 9.68778 -13.49787 27.64497 0.2 0.4 -0.3
H 9.19072 -13.16406 29.29094 -0.2 -0.3 -0.2
H 10.63307 -12.47227 28.87648 0.5 -0.3 -0.8
H 7.86512 -11.61929 28.14702 0.1 -0.1 -0.1
H 8.40255 -9.57793 29.11654 1.1 -0.1 -0.4
H 10.18190 -9.94404 29.15512 0.2 -0.1 0.0
H 8.78303 -8.82524 31.24894 0.1 0.1 0.1
H 10.14018 -9.78657 31.98669 0.4 0.1 -0.6
H 8.53093 -10.19038 32.39383 -0.2 0.4 0.1
H 9.28213 -9.89925 26.78256 -0.5 -0.7 0.5
H 10.38659 -10.92917 26.87582 -0.5 -0.9 -0.5
C 7.40771 -9.87045 17.82576 0.3 -0.2 -1.3
C 8.36769 -8.67663 17.72340 -1.2 -0.2 1.0
C 9.35561 -8.77884 16.56550 0.1 0.6 0.3
O 10.39766 -9.67349 16.87584 0.6 -1.1 0.0
C 11.27129 -9.25684 17.95339 0.1 0.3 -1.1
N 7.48899 -7.49131 17.67885 -0.5 -0.2 -0.1
H 6.78274 -9.89668 18.71688 0.5 0.0 0.3
H 7.98531 -10.78492 17.67881 -0.2 -0.2 0.3
H 6.68593 -9.81840 17.00370 0.1 0.0 -0.2
H 8.87121 -8.64168 18.69415 0.5 -0.3 -0.4
H 9.74955 -7.79567 16.28500 0.0 0.1 0.4
H 8.84740 -9.08523 15.64882 0.0 -0.6 0.1
H 10.76070 -9.38047 18.90972 0.1 0.3 0.1
H 11.52352 -8.21835 17.73027 0.3 -1.0 0.5
H 12.21280 -9.79688 18.03918 -0.4 -0.8 -0.6
H 6.69235 -7.80650 18.21578 -0.5 0.2 -0.1
H 7.86377 -6.73120 18.23445 -0.3 -0.6 -0.8
C 9.70821 -13.68401 23.17330 -0.3 -0.9 -0.8
C 11.10608 -13.35992 22.67285 1.6 -0.8 1.0
C 11.71153 -14.15270 21.46212 -2.0 1.6 1.3
O 11.47486 -15.51387 21.65474 -0.3 -0.3 -0.9
C 11.58036 -16.19901 20.40025 0.2 -0.6 0.8
N 11.40455 -11.93123 22.55016 -0.8 -0.3 0.0
H 9.57609 -13.36438 24.20597 -0.2 0.4 -0.2
H 9.56347 -14.76748 23.18474 0.5 -0.1 0.2
H 8.87001 -13.42632 22.51892 0.1 0.8 0.1
H 11.72327 -13.66972 23.52681 0.1 -0.3 0.0
H 12.75877 -13.83934 21.40982 0.2 -0.4 -0.3
H 11.15904 -13.73978 20.61083 0.3 -0.3 -0.5
H 12.64876 -16.17601 20.18232 -0.1 -0.1 -0.9
H 10.90889 -15.83307 19.62085 0.4 0.8 0.0
H 11.23620 -17.23009 20.49590 0.3 -0.1 0.6
H 10.59296 -11.47212 22.14502 0.3 0.0 -0.7
H 12.20711 -11.78018 21.94046 -0.3 0.3 -0.2
C 8.38206 -4.10670 25.07235 0.1 -0.3 0.3
O 9.53794 -3.67905 25.18730 -1.0 0.4 -0.3
N 7.23920 -3.36621 24.93859 1.1 0.1 0.1
N 8.10076 -5.43280 25.11638 0.9 0.2 -0.2
H 7.30702 -2.36713 24.86452 -0.4 -0.1 -0.1
H 6.45207 -3.94194 24.72285 -0.7 0.8 -0.1
H 7.20957 -5.75381 24.79131 0.0 -0.5 0.0
H 8.94686 -6.00127 25.07024 -0.5 -0.1 0.2
C 6.23212 -10.71825 21.94871 0.2 -0.1 -2.4
O 6.01842 -9.81440 22.76870 0.1 0.4 0.3
N 5.43039 -11.78909 21.81571 -1.2 0.2 0.5
N 7.20540 -10.71195 21.00996 -4.4 -2.1 -2.6
H 4.65191 -11.81814 22.45272 0.1 -0.6 -0.1
H 5.49121 -12.39928 21.02376 -0.1 0.0 0.1
H 7.89629 -9.97055 20.98577 -1.3 0.0 -0.9
H 7.43986 -11.56837 20.54086 -0.3 -0.1 -0.1
C 9.76195 -6.38586 18.99890 0.5 0.3 -0.3
O 10.58209 -6.87712 18.25110 -0.3 2.2 0.7
N 8.93412 -5.35048 18.64045 0.0 0.8 1.5
N 9.54189 -6.83966 20.27505 0.2 0.3 -0.3
H 8.87218 -4.91958 17.73819 0.3 -0.4 -0.2
H 8.12778 -5.30074 19.23999 -0.2 0.7 -0.2
H 10.11366 -7.62611 20.53898 -0.3 -0.2 0.1
H 8.70908 -6.56738 20.79948 0.3 -0.4 -0.2
C 11.88348 -5.67563 23.32034 -1.6 0.7 -0.3
O 12.66317 -6.55130 22.95729 0.5 0.1 0.2
N 10.62814 -5.52312 22.77682 0.7 -0.4 -0.3
N 12.02787 -4.77978 24.31756 0.4 0.2 -0.3
H 10.34958 -6.09171 21.99206 0.1 0.3 0.0
H 10.07097 -4.74682 23.08553 -0.2 -0.1 -0.2
H 12.79403 -4.72977 24.96190 0.1 -0.1 -0.2
H 11.19549 -4.22057 24.43673 0.3 0.3 1.0
C 6.08566 -5.97075 21.02011 1.2 0.3 -1.3
O 7.09514 -6.42398 21.57646 -1.1 0.4 0.6
N 4.93933 -6.61977 20.82159 -0.2 -1.3 0.9
N 6.15244 -4.78361 20.34893 0.0 0.4 0.0
H 4.91838 -7.55989 21.19197 -0.2 -0.1 -0.1
H 4.22696 -6.31674 20.18480 0.0 0.1 0.1
H 5.39497 -4.53606 19.73759 0.0 0.4 0.1
H 6.80401 -4.08032 20.65302 0.0 0.0 -0.1
C 13.13964 -11.15367 26.18363 -0.4 -1.1 0.4
O 12.14731 -10.82715 26.85792 0.9 0.2 -1.4
N 13.21824 -11.61025 24.89680 -1.4 0.5 0.7
N 14.33544 -11.22594 26.79775 0.4 0.6 -0.1
H 14.10205 -11.80964 24.47029 0.0 0.1 -0.1
H 12.37419 -11.70476 24.33873 0.1 0.2 -0.3
H 15.05714 -11.65555 26.25166 0.6 0.1 0.9
H 14.33034 -10.97849 27.77134 0.6 -0.3 -0.1
C 7.29082 -9.46387 26.31668 -1.4 1.0 -0.8
O 7.60059 -9.42558 27.50534 -1.7 1.4 -0.5
N 6.30826 -10.21212 25.78593 0.0 8.4 1.2
N 7.93031 -8.77461 25.32963 -1.5 -0.5 4.1
H 5.89161 -10.98265 26.27063 -2.1 6.8 -3.8
H 6.19760 -10.06631 24.78848 -0.7 -0.1 0.5
H 7.75510 -8.91715 24.34784 -1.5 -0.3 1.6
H 8.73024 -8.20973 25.58977 -0.4 -0.2 0.8
C 6.14153 -12.39996 24.79354 2.3 -0.9 -1.7
O 5.51220 -13.15926 24.06191 0.0 0.5 0.6
N 5.78139 -12.27555 26.09918 -2.8 -6.5 1.3
N 7.28062 -11.69831 24.51835 0.2 -3.3 -0.9
H 4.88669 -12.73870 26.17260 0.1 -0.1 0.9
H 6.09406 -11.59507 26.76531 1.4 -6.0 3.9
H 7.65210 -11.57129 23.59608 0.2 -0.5 0.1
H 7.74758 -11.41355 25.36865 1.2 -0.1 -1.0
C 8.95248 -9.30683 23.00997 2.4 0.3 -0.7
O 8.73349 -9.87619 21.92802 6.1 2.9 4.1
N 9.75724 -9.90759 23.91931 0.3 -0.6 -0.9
N 8.54563 -8.08382 23.35282 1.1 2.3 -2.9
H 9.84838 -9.60829 24.87335 0.0 -0.4 -0.2
H 10.09686 -10.80474 23.60110 0.2 0.2 0.8
H 8.05087 -7.43276 22.76273 -0.2 -0.5 -0.4
H 8.83467 -7.72655 24.24891 0.7 0.6 -1.6
C 13.45828 -9.55142 20.97122 0.7 -0.8 1.2
O 12.99845 -10.57103 20.46270 0.0 0.5 -0.7
N 13.18356 -9.22094 22.26466 0.1 -0.2 -0.3
N 14.42247 -8.75360 20.43496 -0.7 -0.8 -0.5
H 13.58577 -8.35958 22.59740 -0.9 0.1 0.3
H 12.30209 -9.57419 22.60211 0.1 0.3 0.5
H 14.80474 -8.04148 21.02531 0.3 0.3 -0.6
H 14.69761 -9.00499 19.50196 0.5 0.5 0.1
C 11.19028 -7.65311 26.10734 0.6 0.7 0.7
O 10.22737 -7.10070 25.54963 0.2 -0.5 0.3
N 11.16585 -8.10892 27.37136 -0.5 0.1 0.3
N 12.38585 -7.73731 25.50966 0.0 0.0 -0.5
H 10.40220 -7.86240 27.97894 -0.1 -0.2 -0.1
H 12.00176 -8.51391 27.75153 -0.2 -0.2 0.2
H 13.17699 -8.20415 25.91532 -0.1 0.1 0.0
H 12.46530 -7.17472 24.67363 0.5 -0.6 -0.3
```
Positions in Å, forces in eV/Å.

Orbital gap = 7.7 eV
Relative energy (zero: lowest compared OMol25 entry of this formula, charge and spin) = 313.6 kcal/mol
Total charge = 0
Energy = -91015.626 eV

The following is a quantum chemistry calculation of an isolated ion of composition C7H13N5O and charge +2 at a distorted geometry, from OMol25.

```
26
Properties=species:S:1:pos:R:3:forces:R:3
C 0.45830 2.94919 0.53218 2.1 -1.6 -3.9
O 0.12983 1.53725 0.67919 -0.4 -0.2 1.1
C 0.35024 0.58134 -0.24934 -0.2 -0.1 -2.2
N 1.77240 -0.00006 -0.24910 -0.7 -1.1 0.2
C 2.06952 -1.34047 -0.18036 1.0 0.7 0.9
N 3.29442 -1.77365 -0.43333 1.3 -3.0 0.5
N 1.19231 -2.33586 0.23835 -0.2 -0.3 -0.7
C -0.12853 -1.99098 0.14766 -0.6 4.2 0.2
N -1.21044 -2.75919 0.30639 -1.4 -0.3 0.0
C -2.31583 -1.93494 0.15452 -1.4 -0.8 1.3
N -1.93501 -0.64362 -0.00269 1.4 -4.0 0.6
C -2.80667 0.45901 -0.05275 -3.8 3.2 -0.4
C -0.54735 -0.63916 -0.01438 0.8 -1.3 -0.1
H 1.27235 3.17364 1.20272 0.2 0.2 0.0
H -0.36863 3.54426 0.68282 -2.0 0.9 0.9
H 0.70180 3.13064 -0.61370 0.0 -0.2 2.3
H 0.20042 0.99467 -1.34573 0.3 -0.6 1.9
H 2.48636 0.74698 -0.42923 -0.5 -1.6 0.0
H 3.47303 -2.85294 -0.37383 -0.5 2.9 -0.2
H 4.13907 -1.25396 -0.20406 -0.4 0.3 -0.4
H 1.38714 -3.36152 0.43795 0.6 2.1 -0.6
H -1.17476 -3.76670 0.63100 -0.6 1.6 -0.7
H -3.38915 -2.31675 0.36019 2.1 0.9 -0.6
H -3.16551 0.66771 -1.11140 0.9 -0.3 1.1
H -3.85535 0.30258 0.48462 2.6 -0.1 -0.7
H -2.33517 1.41711 0.35031 -0.5 -1.6 -0.4
```
Positions in Å, forces in eV/Å.

Orbital gap = 9.8 eV
Structure (SMILES) = CO[C@H]1NC(=[NH2+])Nc2[nH]c[n+](C)c21
Relative energy (zero: lowest compared OMol25 entry of this formula, charge and spin) = 24.5 kcal/mol
Total charge = +2
Energy = -16950.592 eV

Among the records above, which one has the highest energy?
C7H13N5O

The highest total charge belongs to which entry?
C7H13N5O